Formula: CH8N2O3Rb
Source: the OMol25 dataset
Level of theory: ωB97M-V/def2-TZVPD

```
15
Properties=species:S:1:pos:R:3:forces:R:3:nbo_charge:R:1
Rb -0.75809 -0.42866 1.28298 0.124 0.283 -0.222 0.9905
C 1.34811 1.86949 -1.18430 -0.862 -0.591 0.188 0.7843
O 0.28215 1.32854 -0.81220 1.023 0.219 0.267 -0.7636
N 2.54198 1.21318 -1.13454 -0.024 -0.217 0.023 -0.8256
N 1.35636 3.14266 -1.61286 -0.443 0.200 0.023 -0.8143
H 3.30274 1.44686 -1.74781 0.036 0.210 0.033 0.4023
H 2.48334 0.24432 -0.87650 -0.022 -0.043 -0.154 0.3970
H 2.13678 3.62698 -2.00986 0.218 -0.044 0.102 0.4075
H 0.48752 3.63395 -1.49029 0.055 0.059 -0.246 0.4170
O -3.14004 -1.82895 0.32664 0.136 -0.325 0.322 -0.9794
H -3.75375 -2.10016 1.02316 -0.096 0.094 -0.255 0.4865
H -3.22629 -2.50579 -0.35854 -0.047 0.174 0.045 0.4970
O -0.81477 -2.88357 2.88078 -0.129 0.119 -0.209 -0.9720
H -1.58886 -3.06334 2.33415 0.018 -0.284 0.130 0.4718
H -0.65716 -3.69551 3.37921 0.013 0.148 -0.046 0.5009
```
Forces are in eV/Å.

- ΔE to the lowest compared entry with this formula, charge and spin (kJ/mol) = 20.5
- gap between HOMO and LUMO (eV) = 10.2
- HOMO (eV) = -13.3
- E_LUMO (eV) = -3.190
- total charge = +1